Computed, not measured: 2 unconnected molecules or ions with the total composition C37H34Cl2NSi, with ωB97M-V/def2-TZVPD.

Results
total charge	+1
frontier orbital gap	0.1523	hartree

Element x y z (Å)
1 Cl 4.0902 -1.8975 9.0014
2 C 3.1235 -1.7492 7.5845
3 C 3.6946 -1.3284 6.3840
4 C 2.9115 -1.1138 5.2789
5 C 1.5169 -1.3172 5.3354
6 C 0.6769 -0.9200 4.2582
7 C -0.6826 -1.1655 4.2278
8 C -1.5877 -0.4801 3.4443
9 C -2.9967 -0.6943 3.5065
10 C -3.8816 0.3302 3.1082
11 C -5.2364 0.1718 3.2365
12 C -5.7626 -1.0148 3.7393
13 Cl -7.4639 -1.2221 3.8584
14 C -4.9072 -2.0416 4.1287
15 C -3.5498 -1.8874 4.0249
16 C 0.9691 -1.7995 6.5443
17 C 1.7572 -2.0009 7.6452
18 H 4.7576 -1.1603 6.3491
19 H 3.3567 -0.7765 4.3571
20 H 1.1078 -0.3062 3.4876
21 H -1.0828 -1.8795 4.9256
22 H -1.2240 0.3262 2.8316
23 H -3.4759 1.2653 2.7575
24 H -5.9109 0.9622 2.9583
25 H -5.3238 -2.9608 4.5019
26 H -2.8952 -2.6928 4.3119
27 H -0.0919 -1.9511 6.6253
28 H 1.3226 -2.3155 8.5794
29 C -1.5855 3.3169 -0.1183
30 C -1.0564 3.8574 -1.2723
31 C -0.3623 3.0527 -2.1535
32 C -0.2012 1.7079 -1.8891
33 Si 0.7594 0.6038 -3.0379
34 C 1.3317 1.5829 -4.5056
35 C 2.6785 1.7012 -4.7738
36 C 3.1028 2.4159 -5.8754
37 C 2.1770 3.0070 -6.7113
38 C 0.8293 2.8979 -6.4382
39 C 0.4091 2.1842 -5.3355
40 C 2.2365 -0.0549 -2.1278
41 C 2.8338 0.6919 -1.1347
42 C 3.9529 0.2093 -0.4862
43 C 4.4708 -1.0230 -0.8298
44 C 3.8752 -1.7696 -1.8252
45 C 2.7586 -1.2834 -2.4733
46 C -0.2953 -0.8644 -3.6221
47 C -1.5631 -0.4276 -4.3557
48 C -2.6407 -1.4468 -3.9414
49 C -2.1787 -1.9640 -2.5683
50 N -0.7312 -1.6562 -2.4454
51 C -0.7267 1.1718 -0.7331
52 C -1.4145 1.9752 0.1546
53 H -2.1286 3.9435 0.5702
54 H -1.1902 4.9048 -1.4869
55 H 0.0653 3.4737 -3.0466
56 H 3.3929 1.2392 -4.1143
57 H 4.1551 2.5106 -6.0847
58 H 2.5063 3.5630 -7.5729
59 H 0.1057 3.3649 -7.0855
60 H -0.6405 2.1110 -5.1096
61 H 2.4204 1.6514 -0.8739
62 H 4.4217 0.7937 0.2876
63 H 5.3447 -1.3998 -0.3251
64 H 4.2802 -2.7308 -2.0952
65 H 2.2950 -1.8599 -3.2551
66 H 0.3388 -1.4689 -4.2832
67 H -1.8261 0.5793 -4.0135
68 H -1.4156 -0.3755 -5.4425
69 H -3.6426 -1.0004 -3.8990
70 H -2.6992 -2.2696 -4.6655
71 H -2.7074 -1.4482 -1.7575
72 H -2.3732 -3.0360 -2.4432
73 H -0.1512 -2.4908 -2.3179
74 H -0.5947 0.1222 -0.5333
75 H -1.8284 1.5555 1.0548